Entry P
The following is a quantum chemistry calculation of 4 unconnected molecules or ions with the total composition H9O4, from the Open Molecules 2025 dataset.

HOMO-LUMO gap (spin up / spin down) (eV): 13.09 / 3.30
2S+1: 2
Expectation value of S²: 0.76
Total charge: +2

Cartesian coordinates (Å):
O 0.4794 2.3498 0.1398
H 0.3647 3.0150 0.8777
H 1.0516 2.7671 -0.5291
O -0.2532 -1.1635 -2.4567
H -0.6133 -0.7071 -3.1979
H 0.6690 -1.5048 -2.6895
O -0.0420 -1.3946 2.4062
H -0.6435 -1.8273 3.0428
H 0.7981 -1.5352 2.7329
O -0.5202 0.0272 -0.0773
H -0.5997 -0.4745 -1.0820
H -0.5017 -0.4904 0.8057
H -0.1892 0.9383 0.0275

Mulliken atomic charge list, values in e, 2 entries: O -0.47; H 0.40

Entry Q
The following is a quantum chemistry calculation of 4 unconnected molecules or ions with the total composition H9O4, from the Open Molecules 2025 dataset.

HOMO-LUMO gap (spin up / spin down) (eV): 12.55 / 4.17
2S+1: 2
Expectation value of S²: 0.76
Total charge: +2

Cartesian coordinates (Å):
O -0.4868 0.5762 0.4228
H 0.4143 0.4135 0.8118
H -0.2457 0.9718 -0.4251
H -1.3854 -0.1413 0.4879
O -2.0083 -0.9079 1.4356
H -2.0723 -1.8744 1.3733
H -2.5406 -0.5103 2.1259
O 0.3106 -0.0895 -2.5093
H 0.7617 -0.8494 -2.1137
H 0.3397 0.1992 -3.4362
O 2.1088 0.4916 0.6222
H 2.6833 1.2713 0.3855
H 2.7538 -0.0536 1.1356

Mulliken atomic charge list, values in e, 2 entries: O -0.48; H 0.48

Entry R
The following is a quantum chemistry calculation of a molecular structure, H9O4, from the Open Molecules 2025 dataset.

HOMO-LUMO gap (spin up / spin down) (eV): 9.66 / 2.25
2S+1: 2
Expectation value of S²: 0.75
Total charge: +2

Cartesian coordinates (Å):
O -1.4109 0.4055 2.4238
H -1.8445 -0.1517 3.0900
H -2.0383 0.3770 1.6911
O 1.1057 0.8816 -2.5698
H 1.3085 0.1097 -3.2296
H 0.8696 1.7054 -3.0641
O 0.0908 -1.5492 0.0067
H 0.1512 -1.9467 -0.9948
H 0.3808 -2.2290 0.6382
O 0.5627 0.7602 0.6281
H 0.7424 1.1491 -0.3161
H 0.3257 -0.3502 0.4282
H -0.2436 0.8383 1.2684

Mulliken atomic charge list, values in e, 2 entries: O -0.70; H 0.35

Structures ranked by computed energy, the most stable listed first: entry Q, entry P, entry R.

Entry P
The following is a quantum chemistry calculation of 2 unconnected molecules or ions with the total composition C3H12NO2, from the Open Molecules 2025 dataset.

HOMO-LUMO gap (eV): 11.92
2S+1: 1
Total charge: +1

Cartesian coordinates (Å):
O 0.4347 -0.7536 -2.2893
C -0.7803 -0.6040 -1.4731
C -0.6671 0.5767 -0.5267
N 0.6180 0.3899 0.2382
C 1.2340 1.8085 0.6663
H 0.0992 -1.3596 -3.0333
H -1.6066 -0.4513 -2.1391
H -0.7588 -1.5479 -0.8263
H -1.5482 0.5267 0.1150
H -0.5767 1.6010 -0.9634
H 1.2082 -0.2409 -0.5273
H 0.4553 -0.2806 1.0308
H 1.7565 2.2030 -0.1360
H 1.7979 1.4737 1.6476
H 0.4578 2.5073 0.9158
H -1.3884 -0.6912 3.2733
H -0.2012 -1.5393 3.4494
O -0.7773 -1.1985 2.7303

Mulliken atomic charge list, values in e, 2 entries: O -0.57; C -0.48

Entry Q
The following is a quantum chemistry calculation of 2 unconnected molecules or ions with the total composition C3H12NO2, from the Open Molecules 2025 dataset.

HOMO-LUMO gap (eV): 11.27
2S+1: 1
Total charge: +1

Cartesian coordinates (Å):
C 0.5707 0.5247 -0.6784
C -0.8114 -0.0514 -0.8779
C -0.8407 -0.9386 -2.1255
O -1.1041 -0.7132 0.3278
N 0.5776 1.3806 0.5820
H 1.3346 -0.2381 -0.5029
H 0.8694 1.1623 -1.5035
H -1.4966 0.7855 -1.0717
H -0.3874 -0.4075 -2.9673
H -1.8669 -1.1017 -2.4118
H -0.3382 -1.8970 -2.0054
H -1.6442 -1.4928 0.1421
H 0.6942 0.7817 1.4090
H -0.2801 1.9002 0.7460
H 1.3284 2.0635 0.5751
H 0.6463 -0.5072 4.0675
H 1.8028 -0.4147 3.0832
O 0.9456 -0.8362 3.2116

Mulliken atomic charge list, values in e, 2 entries: C -0.71; C 0.52

Structures ranked by computed energy, the most stable listed first: entry Q, entry P.

Entry P
The following is a quantum chemistry calculation of 3 unconnected molecules or ions with the total composition C3H12NO2, from the Open Molecules 2025 dataset.

HOMO-LUMO gap (eV): 11.09
2S+1: 1
Total charge: +1

Cartesian coordinates (Å):
C -1.9585 -0.1066 -1.5356
C -0.9851 0.1173 -0.4377
C -1.2708 -0.1343 0.8274
N -0.5054 0.4691 1.9431
H -1.6939 -0.8998 -2.2500
H -2.2426 0.7349 -2.1650
H -2.8845 -0.5713 -1.1706
H -0.0471 0.5177 -0.8111
H -2.1451 -0.6575 1.1678
H -1.0921 0.9299 2.6373
H 0.2994 1.0951 1.6433
H -0.0006 -0.2830 2.4220
H 2.2591 0.4576 0.1806
H 2.4480 1.4844 1.3097
O 1.7835 0.9995 0.8153
H 3.2881 -1.5206 -1.9971
H 2.0285 -1.6146 -1.1704
O 2.7189 -1.0180 -1.4091

Mulliken atomic charge list, values in e, 2 entries: C -1.29; C -0.05

Entry Q
The following is a quantum chemistry calculation of 2 unconnected molecules or ions with the total composition C3H12NO2, from the Open Molecules 2025 dataset.

HOMO-LUMO gap (eV): 10.06
2S+1: 1
Total charge: +1

Cartesian coordinates (Å):
C -0.2932 -1.1479 -0.3816
C -0.6780 0.3500 -0.2844
C -1.9253 0.6433 -1.0598
O -2.4054 2.0701 -1.0575
N 0.7473 -1.3986 0.6479
H -1.1179 -1.7936 -0.1531
H 0.1880 -1.4341 -1.3658
H 0.0470 0.8001 -0.9018
H -0.6213 0.7108 0.7119
H -2.8386 0.1512 -0.7083
H -1.4312 0.5354 -2.0696
H -2.0063 2.6044 -0.3396
H 0.2016 -1.3688 1.5345
H 1.0873 -2.2757 0.3623
H 1.4645 -0.7626 0.8363
H 3.2244 1.4349 1.7768
H 3.5044 0.3180 0.8659
O 2.8526 0.5631 1.5861

Mulliken atomic charge list, values in e, 2 entries: C -0.64; C -0.76

Structures ranked by computed energy, the most stable listed first: entry P, entry Q.

Entry P
The following is a quantum chemistry calculation of a single C4H3ClN2O2 molecule, from the Open Molecules 2025 dataset.

HOMO-LUMO gap (eV): 9.84
2S+1: 1

Cartesian coordinates (Å):
C 2.1918 -0.1995 -0.2056
C -1.0838 0.4221 0.8250
C 1.2463 0.8813 -0.1927
C -2.0197 -0.1262 -0.2361
N 0.0804 0.9153 0.2404
N 2.5598 -1.3012 -0.0839
O 3.1658 -2.3141 -0.0561
O -1.3334 0.6146 1.9636
Cl 1.8613 2.2282 -1.0443
H -2.0812 -1.2662 -0.0930
H -1.5760 -0.2108 -1.2117
H -3.0112 0.3565 0.0943

Mulliken atomic charge list, values in e, 2 entries: C 0.04; C 0.43

Entry Q
The following is a quantum chemistry calculation of a single C4H3ClN2O2 molecule, from the Open Molecules 2025 dataset.

HOMO-LUMO gap (spin up / spin down) (eV): 8.03 / 5.00
2S+1: 1

Cartesian coordinates (Å):
C -0.5184 0.8999 1.0375
C 1.2185 -0.9468 0.2848
C -1.4882 1.0736 0.1789
C 1.9483 -0.6372 -0.7423
N 0.2247 -0.3991 1.0446
N -1.4659 0.5432 -1.0247
O -2.3266 -0.3275 -1.2824
O -0.6772 0.9824 -1.9147
Cl 1.7286 -0.0783 -2.2083
H -0.3102 1.6282 1.8544
H 1.6221 -1.8824 0.7801
H 0.0444 -0.8560 1.9921

Mulliken atomic charge list, values in e, 2 entries: C -0.16; C 0.02

Structures ranked by computed energy, the most stable listed first: entry P, entry Q.